Entry 1:
{"formula": "C3H4N2OS2", "method": "ωB97M-V/def2-TZVPD", "symbols": ["O", "C", "C", "N", "S", "C", "N", "S", "H", "H", "H", "H"], "coordinates": [[1.55450, 1.21831, -0.19827], [0.68661, 0.43272, 0.55043], [-0.21765, 1.13010, 1.68270], [-1.51526, 0.98972, 1.71196], [-2.00101, -0.03524, 0.30006], [-0.39548, -0.24599, -0.31559], [-0.03653, -0.88547, -1.37828], [-1.09380, -1.83497, -2.15288], [2.02884, 0.35811, -0.74250], [1.11789, -0.45574, 1.03356], [0.16932, 1.78404, 2.46637], [-0.29744, -2.45561, -2.95756]], "mol_weight_g_mol": 148.21, "charge": 0, "homo_energy_ev": -8.54, "energy_ev": -29871.282, "e_above_lowest_kj_mol": 276.1}


Entry 2:
{"formula": "C3H4N2OS2", "method": "ωB97M-V/def2-TZVPD", "symbols": ["H", "N", "C", "N", "S", "C", "S", "C", "O", "H", "H", "H"], "coordinates": [[-3.29196, 0.01521, -2.81207], [-3.02085, 0.40057, -1.91878], [-1.74652, 0.48009, -1.80110], [-1.17341, 1.01891, -0.66235], [0.49813, 0.87531, -0.45245], [0.71948, -0.42978, 0.66017], [-0.30446, -1.57975, 1.18155], [2.12833, -0.41991, 1.30955], [2.92634, 0.46686, 1.08887], [-0.99540, 0.12488, -2.54634], [-1.76539, 1.05306, 0.14204], [2.29531, -1.37579, 1.89608]], "mol_weight_g_mol": 148.21, "charge": 0, "homo_energy_ev": -9.33, "energy_ev": -29872.419, "e_above_lowest_kj_mol": 166.4}


Entry 3:
{"formula": "C3H4N2OS2", "method": "ωB97M-V/def2-TZVPD", "symbols": ["H", "N", "C", "C", "S", "C", "O", "N", "S", "H", "H", "H"], "coordinates": [[0.80768, 2.31864, -0.50549], [-0.12607, 1.97417, 0.10479], [-0.09297, 0.81359, 0.21413], [1.03856, -0.27086, -0.08076], [2.63250, 0.01626, -0.46086], [0.30260, -1.44661, -0.12130], [-0.88154, -1.31519, 0.31643], [-1.29569, 0.06558, 0.32317], [-2.68577, 0.03690, -0.60663], [3.07014, -0.02576, 0.92974], [0.77343, -2.46856, -0.47391], [-3.54288, 0.30185, 0.36070]], "mol_weight_g_mol": 148.21, "charge": 0, "homo_energy_ev": -8.74, "energy_ev": -29869.021, "e_above_lowest_kj_mol": 494.3}


Entry 4:
{"formula": "C3H4N2S", "method": "ωB97M-V/def2-TZVPD", "symbols": ["S", "N", "C", "C", "C", "N", "H", "H", "H", "H"], "coordinates": [[-1.54821, -1.00732, 1.89132], [-0.76953, -0.09681, 0.59364], [-0.64400, -0.33040, -0.77624], [0.48653, 0.36275, -1.34506], [1.04160, 0.89027, -0.17150], [0.36537, 0.52644, 0.91947], [-0.44364, -0.91328, 2.79373], [-1.42239, -0.89946, -1.29831], [0.77852, 0.18718, -2.47858], [2.15573, 1.28063, -0.12846]], "mol_weight_g_mol": 100.15, "charge": 0, "homo_energy_ev": -9.17, "energy_ev": -16988.655, "e_above_lowest_kj_mol": 273.6}


Entry 5:
{"formula": "C3H4N2S", "method": "ωB97M-V/def2-TZVPD", "symbols": ["S", "C", "C", "C", "N", "N", "H", "H", "H", "H"], "coordinates": [[2.07110, 1.14498, 0.54457], [0.62807, 0.26689, -0.00213], [-0.03881, -0.78098, 0.47483], [-1.32758, -0.71526, -0.16420], [-1.39043, 0.21349, -1.05371], [-0.16817, 0.81192, -1.01490], [2.13582, 0.32838, 1.62094], [0.28540, -1.48066, 1.18781], [-2.21475, -1.34868, 0.09037], [0.01936, 1.55992, -1.68357]], "mol_weight_g_mol": 100.15, "charge": 0, "homo_energy_ev": -8.79, "energy_ev": -16990.255, "e_above_lowest_kj_mol": 119.3}


Entry 6:
{"formula": "C3H4N2S", "method": "ωB97M-V/def2-TZVPD", "symbols": ["H", "N", "C", "C", "C", "N", "S", "H", "H", "H"], "coordinates": [[-1.97956, -1.50751, -0.27097], [-0.98121, -1.69830, -0.16485], [-0.31479, -0.64577, -0.08184], [-0.83639, 0.70243, -0.05910], [-1.30809, 1.81875, -0.11662], [1.08660, -0.80744, -0.00007], [2.22736, 0.37845, -0.23409], [-1.69191, 2.81590, -0.16385], [1.36574, -1.80746, 0.04182], [2.43224, 0.75096, 1.04957]], "mol_weight_g_mol": 100.15, "charge": 0, "homo_energy_ev": -9.44, "energy_ev": -16988.647, "e_above_lowest_kj_mol": 274.5}


Entry 7:
{"formula": "C3H4N2S", "method": "ωB97M-V/def2-TZVPD", "symbols": ["C", "N", "C", "N", "C", "S", "H", "H", "H", "H"], "coordinates": [[-0.29379, 0.44466, 0.10238], [0.31267, 0.33028, -1.26829], [-0.34870, 0.88015, -2.23900], [-1.00039, 1.35829, -3.07005], [1.26520, -0.74223, -1.47867], [1.92750, -0.94267, -2.96149], [-0.47803, -0.59888, 0.20857], [0.35012, 0.86436, 0.87107], [-1.16496, 0.99184, -0.13845], [1.46661, -1.20385, -0.53928]], "mol_weight_g_mol": 100.15, "charge": 0, "homo_energy_ev": [-9.41, -9.41], "energy_ev": -16989.383, "e_above_lowest_kj_mol": 203.4}


Entry 8:
{"formula": "C3H4N2S", "method": "ωB97M-V/def2-TZVPD", "symbols": ["C", "C", "C", "H", "H", "H", "H", "N", "N", "S"], "coordinates": [[-2.75831, -0.59832, 0.43351], [-0.12789, 0.92376, 0.04753], [0.90310, -0.19698, -0.23523], [-3.51553, 0.42764, 1.05495], [-3.11606, -1.80989, 0.24252], [0.36840, 1.81592, 0.45438], [0.40452, -1.11694, -0.70288], [-1.81920, -0.40336, -0.44771], [-1.34251, 0.91016, -0.21768], [2.49308, -0.22720, 0.13337]], "mol_weight_g_mol": 100.15, "charge": 0, "homo_energy_ev": -8.96, "energy_ev": -16986.329, "e_above_lowest_kj_mol": 498.1}


Entry 9:
{"formula": "C3H4N2S", "method": "ωB97M-V/def2-TZVPD", "symbols": ["C", "C", "C", "H", "H", "H", "H", "N", "N", "S"], "coordinates": [[0.89090, 0.32026, 0.88824], [0.71555, 1.70828, 0.79879], [-0.39900, 1.70967, 0.01742], [-1.24408, -1.63383, -1.42614], [1.85182, -0.35521, 1.09561], [1.11355, 2.61987, 1.30780], [-0.58973, 2.89886, -0.17856], [-0.12075, -0.19080, 0.18934], [-0.90632, 0.68940, -0.46049], [-0.07418, -1.84058, -0.57047]], "mol_weight_g_mol": 100.15, "charge": 0, "homo_energy_ev": -9.03, "energy_ev": -16987.809, "e_above_lowest_kj_mol": 355.3}


Entry 10:
{"formula": "C3H4N2S", "method": "ωB97M-V/def2-TZVPD", "symbols": ["C", "C", "C", "N", "N", "S", "H", "H", "H", "H"], "coordinates": [[-4.29205, -0.49499, -0.09058], [0.26485, -0.23574, 0.24809], [-2.99340, -0.14623, -0.13708], [-5.38214, -0.89591, -0.17000], [-0.55510, 0.89485, -0.08634], [-2.28844, 1.25042, 0.19840], [-0.03294, -0.71788, 1.13171], [1.28835, 0.03903, 0.36990], [-0.07454, 1.63764, -0.58929], [0.24514, -1.07710, -0.49712]], "mol_weight_g_mol": 100.15, "charge": 0, "homo_energy_ev": -9.16, "energy_ev": -16987.548, "e_above_lowest_kj_mol": 380.4}


Entry 11:
{"formula": "C3H4N2S2", "method": "ωB97M-V/def2-TZVPD", "symbols": ["H", "N", "C", "C", "C", "S", "S", "N", "H", "H", "H"], "coordinates": [[0.82186, -1.68920, -1.99811], [1.15652, -1.34333, -1.04314], [0.27810, -0.62205, -0.49986], [0.49892, 0.03589, 0.88369], [-0.47116, 1.16868, 0.99936], [-0.46652, 2.32784, 2.16342], [-1.68438, 1.04674, -0.20892], [-0.99690, -0.35042, -0.97052], [1.49966, 0.36621, 0.97421], [0.39083, -0.68131, 1.69295], [-1.02693, -0.25905, -1.99307]], "mol_weight_g_mol": 132.21, "charge": 0, "homo_energy_ev": -8.83, "energy_ev": -27825.604, "e_above_lowest_kj_mol": 114.4}


Entry 12:
{"formula": "C3H4N2S3", "method": "ωB97M-V/def2-TZVPD", "symbols": ["N", "C", "S", "S", "H", "S", "C", "N", "C", "H", "H", "H"], "coordinates": [[-1.72355, -2.15704, -0.54735], [-2.60206, -1.34960, -0.11246], [-3.57980, 0.08490, -0.34386], [-3.36819, -1.10273, 1.43724], [-1.26463, -1.74814, -1.35708], [2.45394, 1.43466, -0.57772], [0.89471, 1.13532, 0.12084], [-0.28486, 0.79780, -0.10515], [0.19724, 0.53708, 1.27064], [1.90987, 1.37687, -1.81268], [0.42466, -0.58316, 1.45591], [0.07352, 1.30212, 2.12553]], "mol_weight_g_mol": 164.28, "charge": 0, "homo_energy_ev": -8.75, "energy_ev": -38657.841, "e_above_lowest_kj_mol": 326.4}


Entry 13:
{"formula": "C3H4N3", "method": "ωB97M-V/def2-TZVPD", "symbols": ["C", "C", "C", "N", "N", "N", "H", "H", "H", "H"], "coordinates": [[-1.11054, -1.51223, -0.95932], [0.62017, 0.41939, -0.28874], [0.94414, 1.33312, 0.63976], [0.51078, -0.39472, -1.07564], [-0.14160, -1.29625, -1.69672], [-1.63046, -1.67011, 0.07833], [1.03161, 2.27591, 0.21263], [1.92951, 1.09368, 0.95412], [0.25227, 1.21888, 1.50246], [-2.40589, -1.46768, 0.63313]], "mol_weight_g_mol": 82.09, "charge": 1, "homo_energy_ev": -15.36, "energy_ev": -7634.438, "e_above_lowest_kj_mol": 180.2}


Entry 14:
{"formula": "C3H4N3", "method": "ωB97M-V/def2-TZVPD", "symbols": ["C", "C", "C", "N", "N", "N", "H", "H", "H", "H"], "coordinates": [[-0.58108, -0.90388, -0.00163], [-1.92110, -0.81775, -0.00009], [1.64332, 0.30501, -0.00312], [-1.89014, 0.50332, -0.00476], [-0.73841, 1.14276, 0.00266], [0.23585, 0.13158, 0.00734], [-2.77142, -1.46819, 0.01433], [2.14798, -0.66175, 0.01784], [1.94299, 0.90132, 0.86065], [1.93201, 0.86758, -0.89322]], "mol_weight_g_mol": 82.09, "charge": 1, "homo_energy_ev": [-16.82, -16.83], "energy_ev": -7632.030, "e_above_lowest_kj_mol": 412.6}


Entry 15:
{"formula": "C3H4N3", "method": "ωB97M-V/def2-TZVPD", "symbols": ["C", "C", "N", "N", "C", "N", "H", "H", "H", "H"], "coordinates": [[0.49419, -1.57303, 1.35155], [0.20525, -0.13652, 0.24007], [0.24093, 1.06163, 0.84058], [-0.09948, 1.92177, 0.00710], [-0.40006, 1.37130, -1.14417], [-0.22076, 0.05002, -0.99910], [0.19053, -2.64933, 1.06466], [0.62224, -1.33474, 2.36714], [-0.74440, 1.87998, -1.94545], [-0.28844, -0.59107, -1.78238]], "mol_weight_g_mol": 82.09, "charge": 1, "homo_energy_ev": [-15.19, -15.32], "energy_ev": -7633.054, "e_above_lowest_kj_mol": 313.8}


Entry 16:
{"formula": "C3H4N3", "method": "ωB97M-V/def2-TZVPD", "symbols": ["C", "C", "C", "N", "N", "N", "H", "H", "H", "H"], "coordinates": [[-1.38626, -0.16729, -3.08579], [-0.37902, 0.14139, -0.98111], [0.46362, 0.36617, 0.22849], [-0.45317, 1.03316, -2.00982], [-1.00640, 1.02254, -3.09926], [-0.98817, -0.94451, -1.29703], [-0.21510, 0.57727, 1.16366], [1.13130, 1.08134, -0.14247], [0.86287, -0.71934, 0.37779], [-1.10190, -1.99888, -1.05607]], "mol_weight_g_mol": 82.09, "charge": 1, "homo_energy_ev": [-15.92, -15.93], "energy_ev": -7629.991, "e_above_lowest_kj_mol": 609.3}


Entry 17:
{"formula": "C3H4N3", "method": "ωB97M-V/def2-TZVPD", "symbols": ["C", "C", "C", "N", "N", "N", "H", "H", "H", "H"], "coordinates": [[-0.20043, -0.06008, -1.15715], [0.15608, -0.56786, 2.18358], [-0.07418, 0.74018, -2.15733], [-0.04259, -1.78132, 0.42612], [0.01217, -0.98194, -0.39593], [0.22232, 0.56803, 1.92609], [0.01066, -1.37140, 2.96064], [-0.28524, 0.35209, -3.09864], [0.12813, 1.80116, -1.96380], [0.07308, 1.30113, 1.27642]], "mol_weight_g_mol": 82.09, "charge": 1, "homo_energy_ev": -13.91, "energy_ev": -7633.205, "e_above_lowest_kj_mol": 299.2}


Entry 18:
{"formula": "C3H4N3O", "method": "ωB97M-V/def2-TZVPD", "symbols": ["C", "C", "C", "O", "N", "N", "N", "H", "H", "H", "H"], "coordinates": [[-0.14326, 0.86416, -1.50797], [-0.27441, 0.04852, -0.40988], [0.51282, 0.45080, 0.68115], [1.30323, 1.30924, 0.79058], [0.32216, -0.53098, 1.88573], [-0.37961, -0.88384, 2.70481], [-1.04078, -1.51015, 3.44400], [-0.54791, 0.63267, -2.36635], [0.34631, 1.81684, -1.42182], [-0.96175, -0.82273, -0.56827], [-1.11906, -1.50377, 4.39018]], "mol_weight_g_mol": 98.08, "charge": 1, "homo_energy_ev": -15.40, "energy_ev": -9681.276, "e_above_lowest_kj_mol": 262.8}


Entry 19:
{"formula": "C3H4N3O2S", "method": "ωB97M-V/def2-TZVPD", "symbols": ["C", "C", "N", "N", "N", "C", "S", "O", "O", "H", "H", "H", "H"], "coordinates": [[-1.20423, 0.20897, 0.27250], [0.10064, 0.48040, -0.40316], [0.69504, 1.62518, -0.36961], [2.00320, 1.96912, -0.30073], [3.03107, 1.30160, 0.11115], [3.22312, 0.05196, 0.36087], [1.51512, -0.85440, -0.05845], [1.62175, -1.63788, -1.36135], [1.17732, -1.71706, 1.13889], [-1.43754, -0.79238, 0.05493], [-1.81452, 1.03298, 0.04114], [-1.08413, 0.05969, 1.30348], [3.80139, -0.59800, 0.99972]], "mol_weight_g_mol": 146.15, "charge": -1, "homo_energy_ev": -3.94, "energy_ev": -22572.091, "e_above_lowest_kj_mol": 523.0}


Entry 20:
{"formula": "C3H4N3S", "method": "ωB97M-V/def2-TZVPD", "symbols": ["C", "C", "C", "N", "N", "N", "S", "H", "H", "H", "H"], "coordinates": [[1.32714, -0.07937, 0.69908], [1.22783, -0.05236, -0.79548], [0.52683, 0.48887, 1.51855], [0.15241, -0.32121, -1.48508], [-1.05194, -0.54677, -0.97795], [0.00573, 1.35272, 2.18323], [-2.16359, -0.78028, -2.28324], [1.89116, -0.84842, 1.16082], [2.08099, 0.32616, -1.27162], [-3.13103, -0.74092, -1.29638], [-0.86555, 1.20157, 2.54807]], "mol_weight_g_mol": 114.15, "charge": -1, "homo_energy_ev": -1.93, "energy_ev": -18478.268, "e_above_lowest_kj_mol": 406.5}